[1]
Below is a single C3H8Se molecule at a distorted geometry, with properties calculated with the ωB97M-V functional and the def2-TZVPD basis.

Each line ends with the Mulliken charge.
Cartesian coordinates (Å):
C -0.1123 1.4109 -0.6971  -0.830
C -1.0223 0.7098 0.3371  -0.827
Se 0.1866 -0.4164 1.6582  0.009
C 0.8958 -1.7882 0.3253  -0.933
H -0.7831 1.9888 -1.4079  0.290
H 0.3769 2.1480 -0.1237  0.287
H 0.5945 0.7128 -1.0729  0.327
H -1.8197 0.0585 -0.2309  0.269
H -1.4911 1.3103 0.9631  0.495
H 0.7552 -2.8119 0.4491  0.383
H 0.4319 -1.5136 -0.5690  0.239
H 1.9876 -1.8091 0.3689  0.290

Orbital gap: 9.18 eV
SMILES: CC[Se]C
Relative energy (zero: lowest compared OMol25 entry of this formula, charge and spin): 9.3 kcal/mol
Highest occupied orbital energy: -8.3 eV
E_LUMO: 0.88 eV

[2]
Below is a molecular structure, C27H18BrGaN4O7S, with properties calculated with the ωB97M-V functional and the def2-TZVPD basis.

Each line ends with the Mulliken charge.
Cartesian coordinates (Å):
Ga 2.4938 0.1487 2.8024  1.324
C -8.6080 -0.9130 -5.1505  -0.838
O -8.0510 0.2672 -4.5960  -0.465
C -6.9118 0.1435 -3.8752  0.974
C -6.2516 -1.0595 -3.6547  -0.710
C -5.0880 -1.0644 -2.8939  -0.707
C -4.5744 0.1028 -2.3517  0.342
C -5.2507 1.3036 -2.5840  -0.500
C -6.4026 1.3261 -3.3354  -0.613
C -3.3524 0.1226 -1.5374  0.303
N -2.8346 1.1924 -0.9797  -0.826
C -1.7204 0.7458 -0.3165  0.921
C -1.5617 -0.6078 -0.4722  0.081
N -2.6140 -0.9989 -1.2681  -0.118
C -0.4828 -1.3533 0.1024  -0.100
C -0.2513 -2.7320 -0.0008  -0.324
C 0.8381 -3.2880 0.6244  -1.112
C 1.7080 -2.4632 1.3431  -0.082
N 1.5059 -1.1633 1.4355  -0.291
C 0.4290 -0.6083 0.8546  0.537
C 0.2485 0.8164 1.0688  0.502
N 1.1420 1.4091 1.8784  0.047
C 1.0405 2.6962 2.1423  -0.058
C 0.0261 3.4753 1.5744  -0.997
C -0.9006 2.8843 0.7521  -0.416
C -0.8041 1.5106 0.4861  -0.305
H -9.5055 -0.6041 -5.6770  0.245
H -8.8739 -1.6279 -4.3686  0.342
H -7.9171 -1.3809 -5.8554  0.339
H -6.6255 -1.9876 -4.0598  0.396
H -4.5956 -2.0169 -2.7350  0.217
H -4.8533 2.2158 -2.1601  0.487
H -6.9342 2.2501 -3.5193  0.423
H -2.8243 -1.9304 -1.5758  0.180
H -0.9306 -3.3615 -0.5629  0.439
H 1.0317 -4.3495 0.5705  0.412
H 2.5840 -2.8515 1.8463  0.527
H 1.7596 3.1005 2.8424  0.581
H -0.0285 4.5274 1.8132  0.406
H -1.7121 3.4511 0.3147  0.610
O 0.3926 1.4250 4.8951  -0.632
S 1.5476 0.5823 5.1137  1.065
O 1.4375 -0.6746 4.1917  -0.599
O 2.7712 1.2184 4.3762  -0.596
O 1.8598 0.2285 6.4620  -0.634
Br 10.5282 -0.1417 0.0039  -0.181
C 8.7295 -0.0729 0.5815  0.145
C 8.0337 1.1224 0.4836  -0.575
C 6.7132 1.1657 0.9001  -0.271
C 6.1100 0.0267 1.4178  -0.055
C 6.8241 -1.1608 1.5199  -0.302
C 8.1410 -1.2184 1.0949  -0.581
C 4.7021 0.0798 1.8650  0.649
O 4.2010 -0.8812 2.5392  -0.631
O 3.9494 1.0589 1.6090  -0.738
H 8.5189 2.0028 0.0869  0.421
H 6.1418 2.0814 0.8293  0.454
H 6.3449 -2.0333 1.9429  0.467
H 8.7070 -2.1364 1.1656  0.423

Orbital gap: 7.52 eV
Relative energy (zero: lowest compared OMol25 entry of this formula, charge and spin): 3.8 kcal/mol
Highest occupied orbital energy: -8.5 eV
E_LUMO: -1.01 eV

[3]
Below is 5 unconnected molecules or ions with the total composition C27H22N2O19P, with properties calculated with the ωB97M-V functional and the def2-TZVPD basis.

Each line ends with the Mulliken charge.
Cartesian coordinates (Å):
O -1.5413 -1.4153 3.3977  -0.622
P -1.6016 -0.4531 2.3076  0.769
O -1.2078 -1.0879 0.9220  -0.350
O -0.7710 0.8746 2.4702  -0.491
C -3.3044 0.0745 2.0983  0.162
C -3.9320 1.2257 1.7690  -0.204
N -5.2802 0.9387 1.7769  0.041
C -5.4602 -0.3297 2.1038  -0.516
N -4.2772 -0.8754 2.3129  0.135
H -0.8329 -0.4336 0.3029  0.392
H 0.0333 0.6638 2.9689  0.338
H -3.4912 2.1744 1.5446  0.500
H -6.0338 1.5753 1.5684  0.231
H -6.3848 -0.8615 2.2100  0.486
H -4.0900 -1.8222 2.6159  0.263
C -8.2852 -1.6462 7.1845  -0.990
C -8.2226 -0.3082 7.2806  0.307
C -7.2873 0.5092 6.4274  0.944
O -7.3003 1.7154 6.5544  -0.600
C -6.4140 -0.1897 5.4923  -0.706
C -6.4815 -1.5211 5.4042  0.053
C -7.4324 -2.3363 6.2403  0.986
O -7.4183 -3.5379 6.0579  -0.616
O -5.7285 -2.2479 4.5783  -0.513
O -8.9668 0.3927 8.1158  -0.536
H -8.9547 -2.2407 7.7895  0.442
H -5.7267 0.4062 4.9067  0.522
H -5.9844 -3.1810 4.7429  0.369
H -8.7342 1.3320 7.9912  0.370
C -1.4531 0.8664 -3.1837  -1.056
C -0.3813 0.3500 -2.5832  0.236
C 0.6819 -0.3983 -3.3301  1.180
O 1.6312 -0.7799 -2.6737  -0.519
C 0.5244 -0.5894 -4.7561  -1.024
C -0.5506 -0.0754 -5.3734  0.333
C -1.6064 0.6978 -4.6242  0.975
O -2.5407 1.1426 -5.2566  -0.606
O -0.7702 -0.1979 -6.6707  -0.579
O -0.1357 0.4429 -1.2700  -0.717
H -2.2195 1.4139 -2.6534  0.459
H 1.2888 -1.1441 -5.2823  0.520
H -1.6076 0.2658 -6.8621  0.364
H 0.7311 -0.0072 -1.1472  0.264
C 4.4167 2.0149 -2.6534  -0.840
C 5.7468 1.9694 -2.8227  0.147
C 6.3749 1.8920 -4.1927  1.078
O 7.5877 1.8696 -4.2447  -0.620
C 5.5025 1.8420 -5.3523  -1.037
C 4.1751 1.8800 -5.1789  0.332
C 3.5513 1.9812 -3.8124  1.189
O 2.3323 2.0010 -3.7509  -0.677
O 3.3061 1.8283 -6.1792  -0.603
O 6.6099 1.9852 -1.8227  -0.611
H 3.9568 2.0674 -1.6766  0.480
H 5.9602 1.7697 -6.3286  0.459
H 2.4202 1.8776 -5.7741  0.311
H 7.5001 1.9452 -2.2270  0.389
C 5.7473 -1.1472 0.8225  -1.137
C 7.0547 -0.9135 0.6405  0.362
C 7.6794 -0.9100 -0.7302  1.017
O 8.8682 -0.6666 -0.8003  -0.648
C 6.8345 -1.1939 -1.8741  -0.669
C 5.5264 -1.4273 -1.6949  0.283
C 4.8960 -1.4060 -0.3224  1.017
O 3.6978 -1.6058 -0.2382  -0.607
O 4.7099 -1.6824 -2.7076  -0.588
O 7.8961 -0.6668 1.6293  -0.576
H 5.2906 -1.1497 1.8019  0.430
H 7.2960 -1.2038 -2.8520  0.494
H 3.8106 -1.7998 -2.3440  0.260
H 8.7720 -0.5327 1.2171  0.372

Orbital gap: 7.15 eV
Total charge: +1
Highest occupied orbital energy: -11.1 eV
E_LUMO: -3.93 eV